Record 1
Computed, not measured: a cluster of 2 separate species, C3H7NO in total, with ωB97M-V/def2-TZVPD.

Results
LUMO energy   1.0 eV
Gap between HOMO and LUMO   10.9 eV
Electronic energy   -248.471226 a.u.
Energy above the lowest of the compared OMol25 structures with the same formula, charge and spin   145.1 kJ/mol
SMILES string   NC=O.C=C

Positions of all 12 atoms, in Å:
1 C -2.25 0.97 -0.11
2 C -1.61 -0.14 -0.50
3 H -2.11 1.91 -0.60
4 H -2.87 0.83 0.77
5 H -0.89 -0.07 -1.30
6 H -1.81 -1.11 -0.07
7 C 1.80 0.15 -0.06
8 N 2.09 -0.89 0.80
9 O 2.54 0.52 -0.94
10 H 0.84 0.63 0.18
11 H 2.94 -1.39 0.66
12 H 1.32 -1.42 1.17

Record 2
Computed, not measured: a cluster of 2 separate species, C2H4O4 in total, with ωB97M-V/def2-TZVPD.

Results
LUMO energy   -0.9 eV
Gap between HOMO and LUMO   9.2 eV
Electronic energy   -379.219099 a.u.
Energy above the lowest of the compared OMol25 structures with the same formula, charge and spin   996.0 kJ/mol

Positions of all 10 atoms, in Å:
1 C 2.35 -0.61 -0.62
2 C 1.45 0.22 -0.31
3 O -2.90 -0.60 0.59
4 O -0.20 1.08 1.13
5 O -2.29 0.21 -0.41
6 O 0.75 1.10 0.14
7 H 3.40 -0.40 -0.54
8 H 2.13 -1.42 -1.28
9 H -3.16 0.09 1.17
10 H -1.53 0.34 0.12